No. 1
Here is C32H37N5O5RuSSi as an isolated structure from OMol25. Energies are from ωB97M-V/def2-TZVPD.

CARTESIAN COORDINATES (ANGSTROEM)
Ru (-0.042, -0.547, -0.724)
N (0.043, -1.209, 1.778)
C (-1.257, -1.226, 2.310)
C (-1.572, -0.504, 3.454)
C (-2.885, -0.398, 3.888)
C (-3.896, -1.022, 3.174)
C (-3.575, -1.758, 2.040)
C (-2.264, -1.879, 1.589)
C (-1.967, -2.705, 0.384)
C (-2.580, -3.962, 0.363)
C (-2.488, -4.811, -0.726)
C (-1.759, -4.380, -1.823)
C (-1.128, -3.143, -1.795)
C (-1.177, -2.263, -0.701)
H (0.656, -0.569, 2.267)
H (0.519, -2.091, 1.628)
H (-0.775, -0.004, 3.993)
H (-3.116, 0.182, 4.774)
H (-4.928, -0.934, 3.490)
H (-4.364, -2.230, 1.465)
H (-3.138, -4.277, 1.239)
H (-2.963, -5.783, -0.711)
H (-1.668, -5.003, -2.706)
H (-0.577, -2.867, -2.680)
C (-2.851, 3.121, 2.709)
C (-2.190, 3.672, 1.449)
N (-0.747, 3.472, 1.391)
C (0.108, 4.499, 1.981)
C (0.567, 4.169, 3.397)
C (-0.183, 2.333, 0.905)
S (-1.274, 1.093, 0.417)
N (1.140, 2.296, 0.955)
C (1.923, 1.593, 0.144)
O (1.587, 0.984, -0.893)
C (3.380, 1.590, 0.500)
C (4.222, 0.690, -0.141)
C (5.569, 0.632, 0.183)
C (6.086, 1.483, 1.151)
C (5.249, 2.386, 1.795)
C (3.902, 2.436, 1.473)
H (-3.930, 3.282, 2.661)
H (-2.474, 3.612, 3.608)
H (-2.672, 2.048, 2.786)
H (-2.367, 4.746, 1.364)
H (-2.634, 3.196, 0.577)
H (-0.465, 5.428, 1.979)
H (0.975, 4.641, 1.339)
H (-0.280, 4.064, 4.075)
H (1.209, 4.967, 3.778)
H (1.132, 3.238, 3.397)
H (3.797, 0.027, -0.883)
H (6.212, -0.084, -0.310)
H (7.138, 1.438, 1.407)
H (5.649, 3.050, 2.552)
H (3.237, 3.132, 1.968)
O (4.617, -4.125, -2.603)
C (4.066, -3.454, -3.585)
O (4.409, -3.573, -4.744)
C (2.905, -2.581, -3.241)
C (2.196, -1.873, -4.178)
N (1.234, -1.205, -3.523)
N (1.268, -1.447, -2.211)
C (2.281, -2.274, -2.005)
C (2.600, -2.675, -0.592)
O (3.489, -3.552, -0.451)
O (1.965, -2.089, 0.293)
H (4.170, -3.915, -1.691)
H (2.329, -1.808, -5.244)
H (0.502, -0.616, -3.882)
C (-1.770, -0.500, -4.013)
Si (-1.789, 0.142, -2.191)
C (-1.970, 2.001, -2.585)
C (-3.512, -0.349, -1.588)
H (-2.760, -0.233, -4.395)
H (-1.644, -1.574, -4.153)
H (-1.063, 0.022, -4.672)
H (-2.610, 2.113, -3.467)
H (-1.005, 2.465, -2.810)
H (-2.424, 2.560, -1.767)
H (-4.268, 0.109, -2.234)
H (-3.674, 0.014, -0.568)
H (-3.657, -1.429, -1.584)

lowest unoccupied orbital energy (spin up / spin down) = 2.432 / 2.371 eV
net charge = -1
highest occupied orbital energy (spin up / spin down) = -4.89 / -4.84 eV
energy above the lowest of the compared OMol25 structures with the same formula, charge and spin = 0.0 kJ/mol
spin multiplicity = 2
Kohn-Sham gap (spin up / spin down) = 7.319 / 7.209 eV

Here is what Löwdin gives for the atomic charges, in e:
1. Ru 0.87
2. N 0.05
3. C -0.33
4. C -0.06
5. C -0.12
6. C -0.10
7. C -0.05
8. C -0.16
9. C -0.20
10. C -0.06
11. C -0.11
12. C -0.10
13. C -0.14
14. C -0.25
15. H 0.09
16. H 0.08
17. H 0.11
18. H 0.10
19. H 0.09
20. H 0.11
21. H 0.11
22. H 0.09
23. H 0.10
24. H 0.06
25. C -0.07
26. C -0.25
27. N -0.13
28. C -0.21
29. C -0.08
30. C -0.61
31. S 0.79
32. N 0.10
33. C -0.45
34. O -0.11
35. C -0.13
36. C -0.01
37. C -0.07
38. C -0.10
39. C -0.09
40. C -0.03
41. H 0.08
42. H 0.06
43. H 0.04
44. H 0.11
45. H 0.07
46. H 0.11
47. H 0.11
48. H 0.06
49. H 0.07
50. H 0.06
51. H 0.11
52. H 0.10
53. H 0.10
54. H 0.09
55. H 0.09
56. O 0.10
57. C -0.53
58. O 0.06
59. C -0.04
60. C 0.01
61. N 0.05
62. N -0.03
63. C -0.12
64. C -0.58
65. O 0.02
66. O -0.03
67. H 0.04
68. H 0.14
69. H 0.10
70. C -0.24
71. Si 0.37
72. C -0.25
73. C -0.22
74. H 0.02
75. H 0.01
76. H 0.01
77. H 0.02
78. H 0.02
79. H -0.01
80. H 0.03
81. H 0.00
82. H 0.02


No. 2
Here is C32H37N5PRuS2 as an isolated structure from OMol25. Energies are from ωB97M-V/def2-TZVPD.

CARTESIAN COORDINATES (ANGSTROEM)
Ru (-0.243, -0.904, -0.035)
C (-3.398, -1.960, -0.553)
C (-3.499, -0.845, 0.483)
C (-3.982, 0.439, -0.190)
C (-2.208, -0.646, 1.273)
C (-1.567, 0.598, 1.405)
C (-0.578, 0.794, 2.390)
C (-0.215, -0.207, 3.278)
C (0.655, 0.053, 4.479)
C (-0.764, -1.466, 3.051)
C (-1.693, -1.709, 2.037)
H (-4.270, -1.949, -1.208)
H (-3.331, -2.951, -0.104)
H (-2.521, -1.811, -1.168)
H (-4.240, -1.150, 1.226)
H (-3.286, 0.752, -0.978)
H (-4.098, 1.259, 0.521)
H (-4.956, 0.264, -0.648)
H (-1.915, 1.447, 0.839)
H (-0.156, 1.787, 2.501)
H (0.051, 0.034, 5.387)
H (1.133, 1.030, 4.426)
H (1.425, -0.714, 4.589)
H (-0.496, -2.275, 3.715)
H (-2.156, -2.687, 1.975)
N (2.399, -2.330, -0.582)
P (1.827, -1.349, 0.651)
C (2.512, -2.145, 2.106)
C (3.818, -1.825, 2.492)
C (4.414, -2.509, 3.542)
C (3.714, -3.502, 4.213)
C (2.425, -3.837, 3.820)
C (1.829, -3.166, 2.765)
C (2.687, 0.233, 0.503)
C (2.718, 1.107, 1.589)
C (3.322, 2.348, 1.467)
C (3.890, 2.727, 0.255)
C (3.849, 1.866, -0.832)
C (3.244, 0.621, -0.712)
C (1.616, -2.558, -1.681)
C (2.143, -3.110, -2.849)
C (1.312, -3.303, -3.923)
C (-0.033, -2.956, -3.809)
C (-0.471, -2.418, -2.631)
N (0.324, -2.210, -1.551)
H (3.351, -2.668, -0.584)
H (4.366, -1.041, 1.983)
H (5.427, -2.265, 3.835)
H (4.181, -4.027, 5.037)
H (1.892, -4.630, 4.329)
H (0.849, -3.465, 2.425)
H (2.287, 0.810, 2.538)
H (3.357, 3.020, 2.315)
H (4.369, 3.693, 0.161)
H (4.290, 2.160, -1.775)
H (3.205, -0.039, -1.571)
H (3.194, -3.363, -2.895)
H (1.702, -3.710, -4.846)
H (-0.726, -3.097, -4.625)
H (-1.507, -2.154, -2.519)
S (0.467, 0.788, -4.228)
C (0.212, 0.568, -2.678)
N (-0.010, 0.459, -1.508)
S (-0.205, 3.035, -0.895)
C (-1.655, 3.446, -1.789)
N (-2.660, 4.034, -1.156)
C (-3.869, 4.512, -1.847)
C (-3.528, 4.812, -3.296)
C (-2.861, 3.602, -3.924)
N (-1.739, 3.175, -3.073)
H (-2.511, 4.275, -0.189)
H (-4.227, 5.398, -1.329)
H (-4.638, 3.741, -1.781)
H (-2.852, 5.668, -3.342)
H (-4.431, 5.067, -3.846)
H (-2.454, 3.843, -4.903)
H (-3.563, 2.775, -4.044)
H (-0.944, 2.713, -3.504)

lowest unoccupied orbital energy (spin up / spin down) = -6.222 / -7.829 eV
net charge = +2
highest occupied orbital energy (spin up / spin down) = -13.49 / -13.47 eV
energy above the lowest of the compared OMol25 structures with the same formula, charge and spin = 186.5 kJ/mol
spin multiplicity = 2
Kohn-Sham gap (spin up / spin down) = 7.273 / 5.642 eV

Here is what Löwdin gives for the atomic charges, in e:
1. Ru 0.96
2. C -0.06
3. C -0.36
4. C -0.07
5. C -0.30
6. C -0.12
7. C -0.03
8. C -0.28
9. C -0.02
10. C -0.04
11. C -0.06
12. H 0.10
13. H 0.09
14. H 0.02
15. H 0.16
16. H 0.08
17. H 0.09
18. H 0.09
19. H 0.06
20. H 0.13
21. H 0.10
22. H 0.08
23. H 0.08
24. H 0.12
25. H 0.13
26. N -0.06
27. P 0.94
28. C -0.34
29. C -0.07
30. C -0.05
31. C -0.04
32. C -0.05
33. C -0.11
34. C -0.36
35. C -0.10
36. C -0.05
37. C -0.06
38. C -0.06
39. C -0.09
40. C -0.36
41. C 0.01
42. C -0.02
43. C -0.05
44. C -0.13
45. N -0.05
46. H 0.14
47. H 0.11
48. H 0.12
49. H 0.12
50. H 0.12
51. H 0.10
52. H 0.08
53. H 0.12
54. H 0.12
55. H 0.12
56. H 0.10
57. H 0.13
58. H 0.13
59. H 0.12
60. H 0.09
61. S 0.74
62. C -0.96
63. N -0.14
64. S 0.87
65. C -0.72
66. N 0.04
67. C -0.13
68. C -0.14
69. C -0.12
70. N 0.05
71. H 0.14
72. H 0.13
73. H 0.13
74. H 0.13
75. H 0.13
76. H 0.14
77. H 0.13
78. H 0.04


No. 3
Here is C32H38AlBF24NO14 as an isolated structure from OMol25. Energies are from ωB97M-V/def2-TZVPD.

CARTESIAN COORDINATES (ANGSTROEM)
C (-1.159, 0.819, 3.890)
C (-1.494, 1.557, 2.540)
O (-0.882, 2.853, 2.397)
B (0.517, 2.762, 2.165)
O (1.385, 2.511, 3.290)
Al (1.431, 2.926, 0.252)
C (1.375, 1.171, -0.807)
C (1.526, -0.044, 0.164)
C (1.356, -1.451, -0.470)
F (1.488, -2.383, 0.552)
F (0.008, -1.542, -0.844)
C (2.169, -1.776, -1.755)
F (1.689, -1.065, -2.821)
F (1.916, -3.103, -2.087)
C (3.724, -1.580, -1.742)
F (4.092, -1.550, -3.079)
F (4.140, -0.355, -1.284)
C (4.580, -2.752, -1.118)
F (4.889, -3.606, -2.159)
F (3.937, -3.521, -0.196)
C (5.962, -2.319, -0.506)
F (6.652, -1.543, -1.401)
F (6.712, -3.471, -0.405)
C (5.886, -1.552, 0.875)
F (4.618, -1.282, 1.307)
F (6.480, -0.328, 0.669)
C (6.661, -2.224, 2.062)
F (7.993, -2.200, 1.725)
F (6.237, -3.495, 2.324)
C (6.562, -1.452, 3.435)
F (7.387, -2.134, 4.298)
F (7.028, -0.197, 3.394)
F (5.333, -1.537, 3.995)
C (3.369, 3.540, 0.659)
C (4.211, 2.551, 1.304)
C (5.572, 2.969, 1.647)
C (5.849, 4.341, 1.272)
C (4.931, 5.214, 0.599)
N (3.675, 4.809, 0.288)
C (0.435, 4.466, -0.732)
F (0.138, 5.411, 0.281)
F (1.255, 5.141, -1.639)
C (-0.946, 4.068, -1.345)
F (-1.691, 3.269, -0.533)
F (-1.680, 5.251, -1.505)
C (-0.874, 3.395, -2.784)
F (0.356, 3.022, -3.173)
F (-1.473, 4.200, -3.696)
F (-1.640, 2.249, -2.752)
H (-0.472, 1.382, 4.560)
H (-2.096, 0.621, 4.469)
H (-0.635, -0.138, 3.626)
H (-1.205, 0.951, 1.637)
H (-2.599, 1.723, 2.504)
H (1.872, 1.693, 3.087)
H (0.388, 1.093, -1.327)
H (2.204, 1.204, -1.562)
H (2.533, -0.038, 0.664)
H (0.789, 0.009, 1.009)
H (3.871, 1.529, 1.569)
H (6.297, 2.316, 2.167)
H (6.853, 4.753, 1.524)
H (5.257, 6.246, 0.357)
C (-2.465, -1.441, -3.251)
O (-3.653, -2.229, -3.383)
C (-4.539, -2.056, -2.400)
O (-4.417, -1.321, -1.456)
O (-5.593, -2.848, -2.648)
C (-6.627, -2.764, -1.669)
H (-1.824, -1.665, -4.102)
H (-2.705, -0.377, -3.268)
H (-1.931, -1.700, -2.338)
H (-7.032, -1.753, -1.622)
H (-6.257, -3.076, -0.692)
H (-7.424, -3.442, -1.970)
C (-3.773, 3.222, 9.095)
O (-3.883, 4.389, 8.283)
C (-3.834, 4.145, 6.965)
O (-3.710, 3.065, 6.451)
O (-3.945, 5.310, 6.323)
C (-3.905, 5.198, 4.897)
H (-3.825, 3.540, 10.135)
H (-4.598, 2.537, 8.899)
H (-2.815, 2.727, 8.930)
H (-4.736, 4.591, 4.536)
H (-2.953, 4.781, 4.569)
H (-4.004, 6.201, 4.487)
C (4.470, -0.796, -9.836)
O (5.408, -1.405, -8.950)
C (5.046, -1.368, -7.660)
O (4.037, -0.880, -7.225)
O (6.003, -1.966, -6.945)
C (5.749, -2.000, -5.539)
H (4.867, -0.886, -10.846)
H (3.509, -1.309, -9.792)
H (4.351, 0.262, -9.602)
H (4.840, -2.561, -5.324)
H (5.681, -0.990, -5.135)
H (6.588, -2.507, -5.065)
C (-12.025, -3.548, 0.151)
O (-10.828, -4.191, -0.284)
C (-10.404, -5.167, 0.527)
O (-10.938, -5.523, 1.545)
O (-9.284, -5.679, 0.006)
C (-8.713, -6.740, 0.771)
H (-12.269, -2.780, -0.581)
H (-12.850, -4.260, 0.196)
H (-11.877, -3.071, 1.120)
H (-9.404, -7.580, 0.840)
H (-8.432, -6.391, 1.764)
H (-7.815, -7.071, 0.252)

lowest unoccupied orbital energy = 1.835 eV
net charge = -1
highest occupied orbital energy = -4.98 eV
Kohn-Sham gap = 6.819 eV

These are the Löwdin partial charges, in e, on atoms 1 to 99:
1. C -0.07
2. C -0.24
3. O -0.06
4. B -0.51
5. O 0.03
6. Al 0.56
7. C -0.19
8. C -0.16
9. C -0.37
10. F 0.08
11. F 0.07
12. C -0.29
13. F 0.14
14. F 0.11
15. C -0.25
16. F 0.10
17. F 0.14
18. C -0.28
19. F 0.12
20. F 0.15
21. C -0.28
22. F 0.14
23. F 0.13
24. C -0.28
25. F 0.14
26. F 0.13
27. C -0.30
28. F 0.14
29. F 0.15
30. C -0.48
31. F 0.13
32. F 0.18
33. F 0.16
34. C -0.25
35. C -0.08
36. C -0.07
37. C -0.11
38. C -0.16
39. N 0.04
40. C -0.35
41. F 0.00
42. F 0.01
43. C -0.32
44. F 0.12
45. F 0.07
46. C -0.46
47. F 0.16
48. F 0.14
49. F 0.10
50. H 0.07
51. H 0.07
52. H 0.07
53. H 0.11
54. H 0.12
55. H 0.07
56. H 0.06
57. H 0.06
58. H 0.09
59. H 0.11
60. H 0.07
61. H 0.08
62. H 0.08
63. H 0.10
64. C -0.03
65. O 0.00
66. C -0.61
67. O 0.13
68. O 0.00
69. C -0.05
70. H 0.10
71. H 0.09
72. H 0.08
73. H 0.10
74. H 0.10
75. H 0.09
76. C -0.05
77. O 0.00
78. C -0.62
79. O 0.13
80. O 0.00
81. C -0.03
82. H 0.09
83. H 0.10
84. H 0.10
85. H 0.10
86. H 0.10
87. H 0.09
88. C -0.05
89. O 0.00
90. C -0.61
91. O 0.13
92. O 0.00
93. C -0.05
94. H 0.09
95. H 0.10
96. H 0.10
97. H 0.09
98. H 0.10
99. H 0.10


No. 4
Here is C32H38AsN5PRuS5 as an isolated structure from OMol25. Energies are from ωB97M-V/def2-TZVPD.

CARTESIAN COORDINATES (ANGSTROEM)
Ru (-0.716, 0.369, 1.133)
N (1.703, -0.239, 4.703)
C (1.029, 0.297, 3.627)
S (-0.636, 0.006, 3.490)
N (1.760, 1.055, 2.840)
N (1.031, 1.614, 1.809)
C (1.615, 2.667, 1.364)
C (1.056, 3.708, 0.498)
C (1.800, 4.884, 0.348)
C (1.257, 5.929, -0.378)
C (-0.013, 5.786, -0.916)
C (-0.667, 4.574, -0.736)
N (-0.136, 3.556, -0.071)
H (1.110, -0.572, 5.446)
H (2.510, 0.293, 4.991)
H (2.577, 2.911, 1.812)
H (2.780, 4.967, 0.802)
H (1.816, 6.848, -0.514)
H (-0.487, 6.584, -1.472)
H (-1.657, 4.401, -1.146)
S (-5.557, 1.658, 0.783)
As (-3.931, 0.830, 1.877)
S (-2.103, 2.132, 1.800)
S (-2.810, -0.672, 0.688)
S (-4.392, 0.145, 3.820)
C (0.484, -6.519, 1.203)
C (-0.206, -5.213, 1.523)
C (-1.448, -5.201, 2.136)
C (-2.020, -3.971, 2.448)
C (-3.364, -3.875, 3.121)
C (-1.364, -2.795, 2.128)
C (-0.128, -2.732, 1.445)
C (0.429, -4.020, 1.196)
N (0.463, -1.511, 1.082)
C (1.881, -1.676, 0.633)
C (2.601, -0.345, 0.399)
C (1.976, -2.409, -0.745)
C (2.738, -2.349, 1.743)
H (-0.121, -7.368, 1.528)
H (1.456, -6.589, 1.699)
H (0.663, -6.627, 0.129)
H (-1.957, -6.129, 2.382)
H (-3.735, -4.863, 3.407)
H (-4.093, -3.397, 2.462)
H (-3.317, -3.242, 4.009)
H (-1.850, -1.892, 2.432)
H (1.400, -4.135, 0.749)
H (2.021, 0.325, -0.222)
H (3.543, -0.554, -0.120)
H (2.833, 0.157, 1.331)
H (2.245, -1.695, -1.521)
H (1.037, -2.879, -1.029)
H (2.749, -3.185, -0.744)
H (2.219, -3.140, 2.277)
H (3.010, -1.592, 2.480)
H (3.662, -2.765, 1.323)
C (-1.399, -0.949, -2.138)
P (-0.691, 0.554, -1.363)
C (-1.758, 1.827, -2.170)
C (-1.386, 2.550, -3.307)
C (-2.236, 3.502, -3.854)
C (-3.476, 3.747, -3.276)
C (-3.860, 3.022, -2.158)
C (-3.010, 2.068, -1.614)
C (0.830, 0.759, -2.419)
C (1.598, 1.925, -2.348)
C (2.771, 2.067, -3.069)
C (3.215, 1.041, -3.893)
C (2.456, -0.111, -3.998)
C (1.276, -0.246, -3.273)
H (-1.356, -0.884, -3.225)
H (-2.436, -1.006, -1.816)
H (-0.882, -1.838, -1.774)
H (-0.430, 2.383, -3.782)
H (-1.922, 4.054, -4.734)
H (-4.135, 4.500, -3.695)
H (-4.811, 3.180, -1.664)
H (-3.345, 1.526, -0.741)
H (1.266, 2.744, -1.730)
H (3.341, 2.985, -2.980)
H (4.141, 1.142, -4.447)
H (2.781, -0.923, -4.638)
H (0.712, -1.161, -3.374)

lowest unoccupied orbital energy (spin up / spin down) = 4.022 / 4.022 eV
net charge = -2
highest occupied orbital energy (spin up / spin down) = -1.33 / -1.22 eV
energy above the lowest of the compared OMol25 structures with the same formula, charge and spin = 0.0 kJ/mol
spin multiplicity = 2
Kohn-Sham gap (spin up / spin down) = 5.354 / 5.240 eV

Here is what Löwdin gives for the atomic charges, in e:
1. Ru 0.42
2. N 0.05
3. C -0.86
4. S 0.63
5. N -0.06
6. N -0.11
7. C -0.11
8. C -0.29
9. C -0.04
10. C -0.09
11. C -0.06
12. C -0.12
13. N 0.07
14. H 0.07
15. H 0.08
16. H 0.11
17. H 0.10
18. H 0.09
19. H 0.09
20. H 0.10
21. S -0.17
22. As -0.46
23. S 0.02
24. S 0.14
25. S -0.21
26. C -0.08
27. C -0.30
28. C -0.06
29. C -0.28
30. C -0.06
31. C -0.14
32. C -0.29
33. C -0.05
34. N -0.07
35. C -0.57
36. C -0.09
37. C -0.06
38. C -0.06
39. H 0.06
40. H 0.07
41. H 0.07
42. H 0.09
43. H 0.06
44. H 0.07
45. H 0.07
46. H -0.05
47. H 0.08
48. H 0.03
49. H 0.09
50. H 0.04
51. H 0.04
52. H 0.06
53. H 0.07
54. H 0.06
55. H 0.06
56. H 0.07
57. C -0.29
58. P 0.95
59. C -0.35
60. C -0.11
61. C -0.12
62. C -0.11
63. C -0.09
64. C -0.14
65. C -0.36
66. C -0.11
67. C -0.08
68. C -0.11
69. C -0.09
70. C -0.11
71. H 0.04
72. H -0.02
73. H 0.03
74. H 0.09
75. H 0.09
76. H 0.09
77. H 0.07
78. H -0.04
79. H 0.08
80. H 0.10
81. H 0.09
82. H 0.10
83. H 0.09